One molecule with the formula C5H4Cl2S at a distorted geometry. Source: OMol25; level of theory: ωB97M-V/def2-TZVPD.

Output
* total charge: 0
* molar mass: 167.1 g/mol
* lowest unoccupied orbital energy: 0.0068 Eh
* SMILES: Cl/C=C1/SCC=C1Cl

XYZ file:
```
12
Properties=species:S:1:pos:R:3:forces:R:3:lowdin_charge:R:1
Cl -1.5164 0.6881 -3.2304 -0.79 -0.32 -0.92 0.6685
C -0.8437 1.2142 -1.8062 2.67 0.18 2.81 -0.6669
C -0.2300 0.5072 -0.8173 1.12 1.40 1.01 -0.6026
S 0.9181 1.3787 0.3314 -0.60 -0.84 0.75 0.8901
C 0.8950 -0.0224 1.6542 0.67 0.87 0.27 -0.3909
C 0.1445 -1.1164 0.9930 0.18 2.79 -0.79 -0.1811
C -0.1965 -0.8148 -0.2595 -1.86 -2.04 -0.69 -0.7338
Cl -1.0127 -2.0095 -1.2183 -0.20 -0.53 -0.22 0.6728
H -0.5463 2.2662 -1.6598 -0.81 -0.25 -0.88 0.0637
H 0.6057 0.2807 2.7198 -0.05 -0.21 -1.71 0.1051
H 1.9172 -0.4307 1.7349 -0.04 0.66 -0.01 0.0792
H -0.1350 -1.9412 1.5584 -0.29 -1.71 0.38 0.0960
```
Positions in Å, forces in eV/Å.